(1)
{"formula": "C10H23ClNO2", "method": "wB97M-V/def2-TZVPD", "de_lowest_kcal_mol": 87.6, "spin_multiplicity": 1, "e_tot_ha": -1060.13174, "homo_lumo_gap_ev": 3.70, "e_homo_ev": -1.1, "charge": -1, "lumo_ha": 0.0951, "species": ["C", "C", "C", "C", "Cl", "H", "H", "H", "H", "H", "H", "H", "H", "C", "O", "C", "C", "N", "C", "C", "O", "C", "H", "H", "H", "H", "H", "H", "H", "H", "H", "H", "H", "H", "H", "H", "H"], "positions_angstrom": [[-4.49, -1.66, -4.44], [-3.64, -0.45, -4.04], [-2.89, -0.64, -2.71], [-3.57, 0.02, -1.51], [-1.14, -0.06, -2.83], [-5.51, -1.57, -4.07], [-4.03, -2.58, -4.07], [-2.89, -0.25, -4.81], [-4.26, 0.44, -3.96], [-2.83, -1.71, -2.53], [-4.19, -0.70, -0.98], [-2.83, 0.42, -0.82], [-4.22, 0.82, -1.85], [-0.35, 1.98, 1.03], [-0.23, 0.63, 1.43], [0.21, -0.23, 0.37], [1.60, -0.77, 0.66], [2.61, 0.28, 0.57], [3.93, -0.10, 1.05], [4.08, -0.47, 2.53], [3.89, 0.61, 3.42], [2.54, 0.87, 3.79], [-0.83, 2.52, 1.85], [0.63, 2.45, 0.84], [-0.97, 2.08, 0.14], [0.17, 0.28, -0.59], [-0.49, -1.07, 0.33], [1.83, -1.55, -0.06], [1.57, -1.23, 1.66], [2.29, 1.09, 1.10], [4.60, 0.73, 0.85], [4.28, -0.95, 0.45], [5.11, -0.80, 2.68], [3.44, -1.31, 2.81], [1.95, -0.05, 3.81], [2.07, 1.59, 3.11], [2.55, 1.31, 4.79]]}



(2)
{"formula": "C25H33CsN5OP", "method": "wB97M-V/def2-TZVPD", "de_lowest_kcal_mol": 14.8, "spin_multiplicity": 1, "e_tot_ha": -1682.93690, "homo_lumo_gap_ev": 7.18, "e_homo_ev": -7.0, "charge": 0, "lumo_ha": 0.0056, "species": ["Cs", "C", "C", "N", "N", "C", "O", "C", "C", "C", "C", "C", "C", "C", "C", "C", "C", "C", "N", "H", "H", "H", "H", "H", "H", "H", "H", "H", "H", "H", "H", "N", "C", "C", "C", "N", "H", "H", "H", "H", "H", "H", "H", "H", "H", "H", "C", "P", "C", "C", "C", "C", "C", "C", "C", "H", "H", "H", "H", "H", "H", "H", "H", "H", "H", "H"], "positions_angstrom": [[-0.24, 0.70, -0.07], [-2.37, 1.62, 4.53], [-1.39, 1.19, 3.46], [-1.72, 1.07, 2.21], [-3.00, 1.35, 1.90], [-3.35, 1.29, 0.61], [-2.63, 1.04, -0.38], [-4.80, 1.59, 0.43], [-5.38, 1.55, -0.83], [-6.72, 1.82, -1.00], [-7.51, 2.15, 0.09], [-6.95, 2.20, 1.35], [-5.61, 1.92, 1.52], [-0.02, 0.88, 3.82], [0.46, 1.12, 5.12], [1.77, 0.84, 5.43], [2.58, 0.30, 4.45], [2.03, 0.08, 3.20], [0.78, 0.36, 2.88], [-3.33, 1.75, 4.05], [-2.07, 2.56, 4.99], [-2.46, 0.87, 5.31], [-4.75, 1.29, -1.67], [-7.17, 1.78, -1.99], [-8.56, 2.36, -0.04], [-7.56, 2.45, 2.21], [-5.15, 1.96, 2.50], [-0.20, 1.53, 5.88], [2.16, 1.03, 6.43], [3.62, 0.05, 4.64], [2.62, -0.36, 2.41], [-1.28, 0.52, -3.20], [-1.53, -0.81, -3.74], [-0.30, -1.36, -4.47], [0.87, -1.68, -3.55], [1.41, -0.46, -2.96], [-1.99, 0.75, -2.51], [-1.33, 1.21, -3.94], [-2.38, -0.83, -4.44], [-1.77, -1.47, -2.90], [0.03, -0.63, -5.21], [-0.59, -2.27, -5.00], [1.63, -2.24, -4.13], [0.54, -2.33, -2.73], [1.68, 0.16, -3.71], [2.25, -0.70, -2.44], [4.98, 0.04, 0.82], [3.44, 0.16, -0.20], [4.12, 1.22, -1.55], [3.52, -1.55, -0.88], [2.61, -2.46, -0.36], [2.60, -3.78, -0.78], [3.51, -4.21, -1.73], [4.41, -3.30, -2.28], [4.42, -1.99, -1.85], [5.86, -0.12, 0.19], [4.88, -0.78, 1.53], [5.11, 0.97, 1.39], [4.97, 0.78, -2.06], [4.43, 2.16, -1.09], [3.33, 1.44, -2.26], [1.90, -2.13, 0.39], [1.88, -4.48, -0.36], [3.51, -5.24, -2.06], [5.10, -3.63, -3.04], [5.13, -1.31, -2.29]]}



(3)
{"formula": "C3H5F3O2S2", "method": "wB97M-V/def2-TZVPD", "de_lowest_kcal_mol": 43.3, "spin_multiplicity": 1, "e_tot_ha": -1363.65193, "homo_lumo_gap_ev": [7.28, 7.16], "e_homo_ev": [-10.0, -9.9], "charge": 0, "lumo_ha": [-0.0989, -0.1010], "species": ["C", "C", "C", "O", "O", "F", "F", "F", "S", "S", "H", "H", "H", "H", "H"], "positions_angstrom": [[0.30, -2.15, -0.93], [-0.51, -1.01, -0.32], [-0.48, 2.14, 1.70], [0.74, 0.52, -2.33], [1.78, 0.49, -0.06], [0.69, 2.79, 2.03], [-1.36, 2.59, 2.63], [-0.16, 0.84, 1.94], [-1.07, 2.63, 0.06], [0.59, 0.44, -0.86], [0.70, -1.83, -1.90], [1.08, -2.35, -0.31], [-0.39, -2.98, -1.37], [-0.46, -1.14, 0.69], [-1.45, -0.96, -0.96]]}